The following is a DFT calculation (ωB97M-V/def2-TZVPD) of 2 unconnected molecules or ions with the total composition C3H6N4.

Element x y z (Å)
C  1.8167  0.0702  -0.7340
N  0.8223  0.1910  0.2906
C  0.0473  -0.7341  0.7219
N  -1.3078  1.3126  -0.1859
N  -0.0005  -1.6491  1.5425
C  -1.8194  0.0625  0.1514
N  -2.7864  -0.6025  0.0971
H  -0.6469  1.3463  -0.9602
H  -1.5262  2.0719  0.4485
H  -0.8627  -2.1736  1.6076
H  2.3008  1.0363  -0.8749
H  1.3963  -0.2684  -1.6856
H  2.5664  -0.6632  -0.4191

Output
HOMO level: -8.962 eV
Structure (SMILES): CN=C=N.N#CN
ΔE to the lowest compared entry with this formula, charge and spin: 97.15 kcal/mol

***

The following is a DFT calculation (ωB97M-V/def2-TZVPD) of a molecular structure, C3H6N4.

Element x y z (Å)
C  -0.9367  -0.6536  0.3991
C  -0.6692  0.6164  -0.1251
C  0.5984  0.3922  -0.6149
H  -1.2819  -1.6703  2.3813
H  -2.0086  -0.3008  2.1090
H  -1.0910  1.4692  0.3924
H  1.0327  2.4615  -1.0411
H  2.4216  1.1551  -1.6227
H  1.4767  -1.3773  -1.5773
N  -1.8869  -1.0888  1.3978
N  1.2255  1.3320  -1.3093
N  1.0169  -0.8150  -0.5744
N  0.1026  -1.5204  0.1854

Output
HOMO level: -7.722 eV
ΔE to the lowest compared entry with this formula, charge and spin: 117.97 kcal/mol

***

The following is a DFT calculation (ωB97M-V/def2-TZVPD) of a single C3H6N4 molecule.

Element x y z (Å)
C  0.2938  0.9783  -0.7892
C  0.2231  -0.2521  -0.1035
C  1.4653  -1.0204  0.3317
N  -1.1365  -1.1266  -0.5667
N  -2.1396  -0.5042  -0.1891
N  -1.8441  0.6008  0.4251
N  -0.4257  0.8212  0.5707
H  1.0976  1.6904  -0.5020
H  -0.2080  1.3580  -1.6614
H  1.6773  -0.8487  1.4323
H  2.3374  -0.7310  -0.1375
H  1.2331  -2.1065  0.2094
H  -2.5737  1.1408  0.9800

Output
HOMO level: -8.943 eV
Structure (SMILES): C[C@]12CN1NN=N2
ΔE to the lowest compared entry with this formula, charge and spin: 105.39 kcal/mol

***

The following is a DFT calculation (ωB97M-V/def2-TZVPD) of 3 unconnected molecules or ions with the total composition C3H6N4O.

Element x y z (Å)
C  -0.8197  -0.8841  -1.1762
C  -0.6807  -1.0761  0.1080
C  0.2380  -0.0550  0.6635
H  0.9565  2.8600  -0.8267
H  1.9517  1.4892  0.8992
H  -0.3694  0.7758  -2.2809
H  -1.2092  -1.6141  -1.8563
H  -1.5811  -1.8229  1.8309
H  0.2349  -0.4029  2.5219
N  1.5914  1.6398  -0.5757
N  0.3131  0.8846  -0.3923
N  0.0585  0.0846  -1.6354
N  0.7117  0.1238  1.7939
O  -1.3958  -2.0029  0.9258

Output
HOMO level: -8.475 eV
ΔE to the lowest compared entry with this formula, charge and spin: 172.05 kcal/mol